Entry 1:
C26H28MoN2S2Si | wB97M-V/def2-TZVPD

Values from the calculation:
Charge = +2
Energy above the lowest of the compared OMol25 structures with the same formula, charge and spin = 155.5 kJ/mol
Highest occupied orbital energy (spin up / spin down) = -12.99 / -12.99 eV
Strongest force on any atom = 3.783 eV Å⁻¹
⟨S²⟩ = 2.37
Molecular weight = 556.684 g mol⁻¹
Spin multiplicity = 3

Geometry (Å):
1 C 1.32606 1.98778 1.02581
2 C 0.29669 2.23502 0.04330
3 C -0.98345 2.18474 0.69938
4 H 0.44835 2.48988 -1.00283
5 C -0.74843 1.91138 2.08785
6 C 0.67496 1.79016 2.28999
7 H 1.15470 1.56095 3.23988
8 H 2.40025 1.94245 0.84071
9 H -1.95333 2.31934 0.22201
10 H -1.50292 1.77757 2.85898
11 Mo -0.00059 0.19928 0.83428
12 C -1.23916 -2.32091 -3.91390
13 H -1.88795 -2.01712 -3.08585
14 H -1.78470 -2.17145 -4.84997
15 H -0.30176 -1.75364 -3.97165
16 Si -0.15241 -0.44691 -1.61673
17 C 1.57654 -0.45647 -2.35675
18 C 2.34092 0.71927 -2.34187
19 H 1.92090 1.66041 -1.98294
20 C 3.65887 0.70468 -2.80275
21 H 4.24000 1.63020 -2.78874
22 C 4.20502 -0.49715 -3.27673
23 H 5.24290 -0.51735 -3.61350
24 C 3.44638 -1.67771 -3.29312
25 H 3.87275 -2.61246 -3.67252
26 C 2.13250 -1.66001 -2.81812
27 H 1.53229 -2.57361 -2.82002
28 C -1.23313 0.70897 -2.63242
29 C -0.76476 1.35730 -3.78862
30 H 0.25156 1.16940 -4.14970
31 C -1.58240 2.27339 -4.46455
32 H -1.21118 2.76989 -5.36332
33 C -2.85863 2.56595 -3.96585
34 H -3.48978 3.28846 -4.47907
35 C -3.31845 1.95842 -2.78992
36 H -4.29517 2.21505 -2.36809
37 C -2.50890 1.03207 -2.12797
38 H -2.85832 0.56898 -1.19819
39 H -0.63810 -1.83794 -1.59902
40 H -0.98045 -3.37866 -3.76220
41 C -0.76211 2.64096 5.63269
42 C -0.74379 1.15398 5.57267
43 N -0.58537 0.39328 4.53128
44 C -0.55462 -0.96288 4.83506
45 C -0.76028 -1.20898 6.19190
46 S -0.94042 0.22901 7.09184
47 C -0.27412 -2.00407 3.86617
48 C -0.17647 -3.34364 4.20778
49 S 0.23534 -4.34092 2.88104
50 C 0.33347 -2.88549 1.87840
51 N 0.00383 -1.77370 2.49467
52 C 0.73833 -2.99240 0.45361
53 H -0.93199 2.94593 6.67406
54 H 0.19708 3.05912 5.29540
55 H -1.57216 3.04660 5.01126
56 H -0.77872 -2.20060 6.62216
57 H -0.34350 -3.72364 5.20752
58 H 1.18740 -3.98084 0.29643
59 H -0.16230 -2.94614 -0.17731
60 H 1.46276 -2.20519 0.18814

Atomic forces in eV per Å
C -0.5992 0.4546 0.3894
C 0.1245 0.3360 0.1351
C 0.1566 -0.0103 0.0309
H -0.0409 -0.0667 0.4194
C 0.5593 0.3176 -0.5680
C -0.0424 0.9156 -0.8192
H -0.1426 -0.0784 -0.4482
H -0.4133 0.0105 0.0813
H 0.3967 0.1688 0.3009
H 0.2784 -0.0802 -0.3592
Mo -0.2309 -3.2109 1.9877
C -0.2519 -0.2867 -0.3727
H 0.2181 0.0070 -0.3918
H 0.1192 -0.2909 0.0657
H -0.3438 -0.0060 0.1426
Si 0.8754 0.8332 0.1813
C -0.4789 -0.1814 0.3653
C 0.4853 -0.1877 -0.2951
H 0.1632 -0.2927 -0.1045
C -0.1714 -0.2320 -0.0645
H -0.0780 -0.4067 -0.0553
C -0.0467 -0.0269 0.1278
H -0.3387 0.0024 0.0258
C 0.0056 0.1681 0.0687
H -0.0909 0.4382 0.1672
C 0.3803 0.3019 -0.1242
H 0.2379 0.2471 -0.0177
C -0.2616 0.0262 0.1112
C 0.5983 -1.3719 1.4601
H -0.3497 -0.0674 0.0961
C -1.6887 1.3514 -0.4854
H -0.1983 -0.1370 0.2152
C -0.1383 0.1338 -0.0047
H 0.1574 -0.1783 0.0992
C -0.8530 1.5103 -1.4336
H 0.2985 -0.0320 -0.2969
C 1.8062 -1.2400 0.2180
H 0.1079 0.1198 -0.3636
H -0.2118 0.2542 0.1487
H -0.1677 0.2863 -0.2354
C -0.0717 0.2027 0.0191
C -0.1725 -1.3858 1.0419
N 0.2732 -0.3502 0.0105
C -0.5293 1.2638 2.1030
C 0.2500 -0.1086 -1.2836
S 0.2009 0.1662 -1.4585
C 0.3407 -1.4531 -0.9116
C -0.2842 1.1820 -0.2145
S 0.1603 1.7865 -0.4757
C -0.3022 -1.0826 1.1101
N 0.1474 0.3929 -0.1021
C -0.3893 -0.3771 0.0339
H 0.0613 0.1026 -0.3996
H -0.2816 -0.0757 0.0872
H 0.2234 -0.0245 0.1680
H -0.0570 0.2911 0.2921
H 0.0726 -0.1764 -0.3095
H 0.1326 0.3917 -0.1696
H 0.4895 -0.0302 0.1532
H -0.0942 -0.2141 -0.0918

Entry 2:
C26H28N | wB97M-V/def2-TZVPD

Values from the calculation:
Charge = +1
Energy above the lowest of the compared OMol25 structures with the same formula, charge and spin = 190.3 kJ/mol
Highest occupied orbital energy = -10.01 eV
Strongest force on any atom = 1.612 eV Å⁻¹
Molecular weight = 354.517 g mol⁻¹

Geometry (Å):
1 C 4.02181 -2.17695 -1.68121
2 C 3.82827 -1.06040 -0.86137
3 C 2.55602 -0.76972 -0.37889
4 C 1.45801 -1.62365 -0.61857
5 C 0.09820 -1.34670 -0.12023
6 C -0.74408 -0.37041 -0.64149
7 N -2.11619 -0.53080 -0.73259
8 C -2.67124 -1.80818 -0.29149
9 C -4.20810 -1.88169 -0.30610
10 C -4.84667 -1.21714 -1.52037
11 C -4.29102 0.18533 -1.71588
12 C -2.77837 0.13975 -1.85733
13 C -0.18378 0.95577 -1.05354
14 C 0.83369 1.03704 -2.00946
15 C 1.38971 2.26788 -2.34955
16 C 0.91974 3.43831 -1.74627
17 C -0.13572 3.37743 -0.83050
18 C -0.67763 2.14204 -0.47588
19 C 1.70027 -2.79294 -1.37939
20 C 2.95026 -3.04316 -1.93798
21 H 5.00558 -2.38262 -2.10585
22 H 4.66581 -0.40434 -0.60619
23 H 2.38860 0.13043 0.21218
24 H -0.32364 -2.10350 0.55150
25 H -2.28240 -2.62997 -0.92306
26 H -2.32302 -2.00158 0.73327
27 H -4.49514 -2.93946 -0.26846
28 H -4.59380 -1.41950 0.61169
29 H -4.63401 -1.81789 -2.41269
30 H -5.93419 -1.18109 -1.40407
31 H -4.70688 0.64678 -2.61736
32 H -4.56332 0.82912 -0.87081
33 H -2.40924 1.16515 -1.95673
34 H -2.51761 -0.38094 -2.79801
35 H 1.19579 0.11386 -2.46155
36 H 2.20106 2.30319 -3.07723
37 H 1.37543 4.39815 -1.99687
38 H -0.53396 4.28981 -0.38497
39 H -1.46178 2.07792 0.28222
40 H 0.86361 -3.47500 -1.54712
41 H 3.09754 -3.91762 -2.57268
42 C 0.69058 0.71556 2.19958
43 C 1.83147 1.49101 1.98494
44 C 3.01389 1.37129 2.71357
45 C 3.09479 1.08714 4.06858
46 C 2.01973 1.00355 4.95726
47 C 0.67918 0.76253 4.67174
48 C 0.12544 0.43134 3.43555
49 H 0.12974 0.39859 1.32559
50 H 1.84857 2.14889 1.10290
51 H 3.95125 1.55102 2.17504
52 H 4.09452 1.01298 4.51079
53 H 2.27252 1.09812 6.01809
54 H -0.00505 0.74721 5.52693
55 H -0.86421 -0.04195 3.43036

Atomic forces in eV per Å
C -0.1479 -0.0578 0.1271
C -0.0362 -0.0722 -0.2248
C -0.3023 -0.5311 0.1509
C 1.5870 0.2370 0.1555
C -1.2859 0.2754 -0.1689
C 0.3833 -1.0080 0.2362
N 0.0346 0.5955 0.8217
C -0.1591 -0.3057 -0.1813
C 0.0574 0.1761 0.2970
C -0.0284 -0.0379 -0.0381
C 0.0561 -0.0749 0.0498
C -0.0997 0.1969 -0.4011
C -0.0160 0.1221 -0.6842
C -0.1101 0.0223 0.0123
C -0.0324 0.0732 0.2041
C 0.0042 -0.0663 -0.0876
C 0.1654 -0.1602 0.0432
C 0.2841 -0.2673 0.0572
C -0.4042 0.5611 0.2935
C 0.2460 0.2622 0.1807
H -0.2933 0.0478 0.1447
H -0.2606 -0.2143 -0.2145
H 0.1735 -0.3260 -0.3108
H -0.0206 -0.1087 -0.8723
H 0.1388 0.2351 0.0813
H -0.1368 0.0199 -0.3064
H 0.1034 0.1825 0.0739
H 0.0179 0.0220 -0.1505
H -0.0398 0.0694 0.0057
H 0.1291 -0.0952 -0.0117
H 0.0611 -0.0531 0.0995
H 0.0295 -0.0916 -0.0195
H 0.0356 -0.3265 0.0897
H -0.0643 0.0458 0.1741
H -0.0979 0.3869 -0.0282
H -0.2411 0.0583 0.1801
H -0.2142 -0.2720 0.0335
H 0.1464 -0.2357 -0.1081
H 0.0631 0.0647 -0.3272
H 0.2792 0.1579 -0.0400
H -0.0416 0.2204 0.2155
C -0.4626 0.5824 0.6763
C 0.3584 0.1832 -0.5542
C -0.0380 0.1568 0.2296
C 0.2175 -0.3470 0.1523
C -0.1044 0.0440 0.2705
C -0.1394 0.0951 0.4868
C 0.2913 -0.3792 -0.1720
H -0.0576 0.3169 -0.0207
H 0.0937 -0.8283 -0.0963
H -0.3575 0.2644 0.2502
H -0.3631 0.2174 -0.1856
H -0.0886 -0.1410 -0.3493
H 0.3202 -0.1543 -0.2453
H 0.3673 0.2619 0.0057

Entry 3:
C26H28N2OPbS2Se4 | wB97M-V/def2-TZVPD

Values from the calculation:
Charge = 0
Energy above the lowest of the compared OMol25 structures with the same formula, charge and spin = 216.4 kJ/mol
Highest occupied orbital energy (spin up / spin down) = -7.27 / -7.26 eV
Strongest force on any atom = 3.199 eV Å⁻¹
Molecular weight = 971.697 g mol⁻¹

Geometry (Å):
1 Pb 10.12629 11.75244 12.03090
2 C 11.44553 12.54598 17.50172
3 C 10.59561 11.32656 17.17686
4 C 10.40394 10.41878 18.39177
5 C 9.33156 11.66818 16.43389
6 C 8.09043 11.22755 16.79930
7 C 6.95358 11.59877 16.08316
8 C 7.03076 12.50390 15.02780
9 C 5.84646 12.90370 14.20667
10 C 8.30439 12.98032 14.65588
11 C 9.48616 12.51815 15.30335
12 H 11.93776 12.40731 18.43550
13 H 10.82674 13.41675 17.60804
14 H 12.14619 12.86347 16.71368
15 H 11.15595 10.74043 16.45767
16 H 9.80574 10.88476 19.15185
17 H 11.36798 10.10780 18.76480
18 H 9.82142 9.52493 18.10025
19 H 7.96511 10.56681 17.66354
20 H 5.99218 11.25589 16.41170
21 H 5.90531 12.55277 13.13326
22 H 5.80998 13.99732 14.21609
23 H 4.89551 12.53623 14.53982
24 H 8.39002 13.78215 13.89172
25 H 10.45530 12.87659 14.98246
26 C 6.86035 8.50358 10.32149
27 C 8.03189 9.19081 10.94167
28 N 8.05439 10.51665 10.98865
29 N 7.03285 11.18014 10.42569
30 C 7.11879 12.51162 10.34839
31 S 8.49758 13.47152 10.37651
32 S 5.52850 13.32638 10.10257
33 C 5.24838 12.92572 8.33762
34 C 6.12330 13.87928 7.55591
35 C 7.50564 13.62950 7.42064
36 C 8.32033 14.56102 6.81000
37 C 7.78205 15.73107 6.29861
38 C 6.43318 16.01176 6.48371
39 C 5.59121 15.10426 7.16613
40 C 9.12005 8.36352 11.41562
41 C 8.95914 6.97667 11.71419
42 C 10.03535 6.11099 11.89680
43 C 11.38400 6.54400 11.70437
44 C 11.56977 7.88623 11.40714
45 C 10.51164 8.81576 11.25645
46 O 10.87565 9.98566 10.75129
47 H 6.27895 9.26267 9.79806
48 H 6.15875 8.03250 11.01927
49 H 7.12933 7.69582 9.62048
50 H 4.17896 13.11040 8.14245
51 H 5.44846 11.87627 8.23711
52 H 7.90805 12.65870 7.83509
53 H 9.38624 14.37629 6.82049
54 H 8.44618 16.47576 5.82288
55 H 6.01810 16.93573 6.15461
56 H 4.57820 15.38541 7.48322
57 H 7.94823 6.50683 11.86660
58 H 9.81257 5.08957 12.12937
59 H 12.24100 5.82058 11.81189
60 H 12.55575 8.30390 11.15988
61 Se 12.29260 9.67850 13.66823
62 Se 13.55268 11.74250 13.71040
63 Se 13.96210 12.60376 11.67370
64 Se 11.87611 13.82453 10.92208

Atomic forces in eV per Å
Pb -1.4086 -1.0138 -0.6589
C -0.2329 0.6417 -0.6952
C 0.1783 -0.7468 -0.1560
C -0.6977 -0.4689 -1.0232
C 1.3183 0.9246 -0.8916
C -0.8474 -0.3846 0.2917
C 0.3405 0.6511 -0.1876
C 0.6527 -0.6668 -0.2707
C 0.2048 0.4112 -1.2492
C 1.1565 -0.0142 0.3815
C -2.5846 0.1443 0.3031
H 0.7704 -0.0871 0.5981
H -0.5610 0.4915 0.3134
H 0.0320 -0.5464 0.2548
H 0.3679 -0.3554 -0.1905
H -0.0491 0.4554 0.6311
H 0.1784 -0.0731 0.3030
H 0.4759 0.1903 0.0817
H 0.0992 0.3008 -0.3368
H -0.3697 -0.2463 -0.0020
H 0.2672 0.4435 1.0479
H -0.2294 -0.0578 -0.3082
H -0.3690 -0.2561 0.5980
H -0.1331 -0.7555 0.3065
H 0.0765 0.0360 0.1517
C -0.7841 -0.2765 -0.8367
C -0.9708 1.4341 -0.0754
N 1.9951 -1.6736 0.1743
N -1.4031 2.5597 0.4930
C -0.8000 -3.0939 -0.1369
S 1.4528 0.4564 1.0933
S 0.0192 -0.2117 0.2213
C -0.0397 1.0167 0.2292
C 0.1352 -0.3653 0.1561
C -0.7327 -1.2628 0.0934
C 0.1636 -0.2987 0.2929
C 0.2200 0.7110 -0.1369
C -0.4135 -0.9196 0.6698
C 0.9176 0.3997 -0.3744
C 2.4447 -0.2607 0.0884
C -0.3394 -0.1633 0.4540
C 0.5450 0.7695 -0.3677
C -0.7469 -0.1884 0.3870
C 0.4977 -0.5796 -0.2062
C -1.0004 -0.2909 -1.1474
O -0.6180 0.3656 0.8687
H 0.0099 -0.2910 -0.0675
H 0.3527 0.1639 0.3550
H 0.2254 0.4240 0.2541
H 0.4265 -0.0720 0.1297
H 0.2264 -0.4376 -0.3309
H -0.3988 1.3011 -0.7291
H 0.0632 0.0774 -0.3088
H -0.5189 -0.5040 0.2479
H -0.1382 0.6066 -0.2305
H 0.3568 -0.1743 -0.4963
H 0.9989 0.8551 -0.3390
H 0.0573 -0.3908 0.1274
H -1.0405 0.9520 -0.2087
H -0.4267 -0.3649 0.1581
Se 1.0834 1.7306 0.1587
Se -0.9082 -1.4009 1.2932
Se -1.6930 1.0934 -1.6384
Se 2.1455 -0.7141 0.3927

Entry 4:
C26H28N2S2SiYb | wB97M-V/def2-TZVPD

Values from the calculation:
Charge = +1
Energy above the lowest of the compared OMol25 structures with the same formula, charge and spin = 0.0 kJ/mol
Highest occupied orbital energy (spin up / spin down) = -8.11 / -10.54 eV
Strongest force on any atom = 5.669 eV Å⁻¹
⟨S²⟩ = 0.76
Molecular weight = 633.784 g mol⁻¹
Spin multiplicity = 2

Geometry (Å):
1 C 1.80015 -0.23107 4.01679
2 C 0.90905 -0.58218 2.96748
3 C 1.68597 -1.00270 1.86238
4 H -0.19697 -0.56465 2.98708
5 C 3.06385 -0.92167 2.23403
6 C 3.13021 -0.45573 3.57685
7 H 4.01792 -0.25418 4.18105
8 H 1.51222 0.11191 5.01990
9 H 1.27016 -1.41883 0.94088
10 H 3.89604 -1.23033 1.60412
11 Yb 2.19677 1.27208 2.30282
12 C -1.24033 0.12746 -0.98008
13 H -0.17933 0.32326 -0.60851
14 H -1.68888 1.14499 -1.15083
15 H -1.75485 -0.21113 -0.07893
16 Si -1.35081 -1.41382 -2.13466
17 C -3.13935 -1.94734 -2.15381
18 C -3.51999 -2.85481 -1.15448
19 H -2.76146 -3.31813 -0.55435
20 C -4.86945 -3.12146 -0.96148
21 H -5.13617 -3.84385 -0.19692
22 C -5.87023 -2.50324 -1.73224
23 H -6.92958 -2.79951 -1.61691
24 C -5.45804 -1.59753 -2.74180
25 H -6.21465 -1.13227 -3.37756
26 C -4.10939 -1.31581 -2.95582
27 H -3.76515 -0.63599 -3.72202
28 C -0.24980 -2.82607 -2.69360
29 C -0.84634 -3.93046 -3.37672
30 H -1.91758 -3.98244 -3.52266
31 C -0.05397 -4.93686 -3.91741
32 H -0.50438 -5.80916 -4.38619
33 C 1.34701 -4.87981 -3.85561
34 H 1.94950 -5.72033 -4.24450
35 C 1.93050 -3.75268 -3.24338
36 H 3.01394 -3.71460 -3.20760
37 C 1.16959 -2.73998 -2.66791
38 H 1.67946 -1.88206 -2.23996
39 H -0.93690 0.59330 -3.07654
40 H -0.73457 1.24795 -2.65143
41 C 2.19953 2.99928 5.67370
42 C 1.62641 3.85226 4.58690
43 N 1.53549 3.47324 3.33361
44 C 0.98327 4.45050 2.49200
45 C 0.61271 5.60376 3.17063
46 S 1.00658 5.49259 4.86796
47 C 0.92133 4.19288 1.07314
48 C 0.43131 5.01154 0.07417
49 S 0.67678 4.33435 -1.51183
50 C 1.44009 2.92765 -0.74561
51 N 1.45707 2.98966 0.57624
52 C 2.06964 1.83878 -1.56433
53 H 2.53989 3.68351 6.46362
54 H 1.43277 2.31011 6.06165
55 H 3.05125 2.38431 5.33990
56 H 0.20987 6.48312 2.68295
57 H -0.04951 5.97243 0.25329
58 H 1.28658 1.16384 -1.97234
59 H 2.64417 2.28594 -2.40287
60 H 2.78060 1.25997 -0.94230

Atomic forces in eV per Å
C -0.4300 -1.0433 1.3102
C -0.7859 -0.8888 0.3407
C 0.0351 -1.1627 0.1486
H 0.8652 0.0362 0.1006
C 0.0005 -1.1488 0.1123
C 0.0889 -0.8358 0.4127
H -0.2128 -0.2368 -0.3216
H 0.1262 -0.2405 -0.5728
H 0.3037 0.2510 0.2615
H -0.1483 0.1152 0.2182
Yb 0.0873 5.2301 -2.1862
C 1.0170 -0.5149 2.5963
H -1.0859 -0.2311 -0.5515
H 0.2238 -1.4332 -0.5755
H -0.0199 -0.1457 0.4237
Si -0.9730 0.4511 -1.0882
C 0.2075 0.2843 0.3481
C -0.8245 0.7480 -0.8881
H 0.1317 -0.3072 0.3078
C -0.5673 -0.1907 0.0738
H -0.1600 0.0630 -0.0496
C 0.8841 -0.0028 -0.5598
H 0.7787 0.4222 -0.0031
C -0.5756 -0.3648 0.2184
H 0.2175 -0.1133 0.1950
C 0.0622 -0.7307 0.8749
H -0.2576 0.1177 -0.1035
C 0.5638 0.3761 0.0129
C 0.6162 0.5628 0.3270
H -0.0297 0.0355 0.2541
C 0.5867 -0.1640 0.0045
H -0.1185 0.2666 0.0338
C -0.4071 0.4172 0.4653
H -0.3199 0.7509 0.2202
C 0.1540 -0.6996 -0.2170
H -0.0372 0.1814 0.0387
C -0.6681 -0.7362 -0.3986
H -0.1130 -0.0642 0.0928
H 0.7561 1.7039 -0.0717
H -0.0961 -0.6527 -1.8652
C -0.0568 0.2831 0.3186
C -0.4417 0.7869 -0.8309
N -0.0464 0.4051 0.1823
C -0.1012 0.8734 2.3254
C 0.6407 -1.1746 -0.4156
S 0.1732 -1.2788 -1.3358
C -0.3327 -0.2904 -2.4115
C 0.2612 -0.4258 0.6411
S 0.4467 -0.7414 1.7388
C -0.3679 1.0371 0.5122
N 0.1214 0.3853 -0.8815
C 0.0296 -0.1057 -0.1477
H -0.0634 -0.5411 0.0178
H 0.2312 0.3508 0.0239
H -0.3068 0.3854 -0.0404
H 0.0112 -0.0093 0.4360
H 0.1619 -0.3074 -0.3623
H 0.6066 0.3916 0.1457
H -0.4157 -0.3554 0.4530
H -0.4267 0.2258 -0.3088